Record 1
The molecule CH5O3P at a distorted geometry, computed with the ωB97M-V functional and the def2-TZVPD basis.

For the gap between HOMO and LUMO, the calculation gives 8.888 eV. As for the total charge: 0.

The geometry in XYZ format:
```
10
Properties=species:S:1:pos:R:3:forces:R:3:mulliken_charge:R:1
C 0.133685 -0.624698 -0.654421 0.34 1.01 1.14 0.07
O 0.966233 -1.567223 -0.010418 0.46 0.13 1.05 -0.53
O 0.781393 0.006544 -1.711014 -0.58 1.90 2.23 -0.47
O -0.503164 1.782535 1.829952 0.43 0.03 -3.28 -0.52
P -1.017629 0.691371 0.590070 0.10 -1.98 2.08 0.19
H 0.740036 -1.793858 0.930024 -0.06 0.70 -1.50 0.31
H 1.137281 -0.553450 -2.358948 0.63 -1.72 -1.16 0.28
H -0.408070 1.601164 2.745822 -0.10 -1.13 0.92 0.32
H -0.669120 -1.209854 -1.041456 -1.40 -0.11 -0.26 0.29
H -1.160646 1.667468 -0.319611 0.18 1.16 -1.21 0.04
```
Forces are in eV/Å.

***

Record 2
A cluster of 2 separate species, CH5O3PSi in total at a distorted geometry, computed with the ωB97M-V functional and the def2-TZVPD basis.

For the gap between HOMO and LUMO (spin up / spin down), the calculation gives 5.765 / 5.765 eV. As for the total charge: -2.

The geometry in XYZ format:
```
11
Properties=species:S:1:pos:R:3:forces:R:3:mulliken_charge:R:1
C -0.060479 0.908641 0.326246 1.43 -1.85 -2.76 -0.78
O 2.695322 0.785469 -0.451781 -0.73 0.31 0.17 -0.80
O 1.941215 -0.747526 1.444820 -0.53 -0.23 -0.08 -0.76
O 0.976677 -1.004295 -1.037887 -1.53 1.20 1.64 -0.51
Si -0.689934 -0.662203 -0.511803 2.38 0.51 0.95 -0.14
P 1.584925 -0.010530 0.190104 2.01 -0.16 -0.29 0.90
H 0.228363 1.680024 -0.369505 -0.49 0.44 -0.68 0.23
H -0.510716 1.355835 1.137857 -0.72 0.38 2.06 0.50
H -1.514444 -1.040706 -1.541801 -1.45 0.18 -2.22 -0.26
H -0.923899 -1.746450 0.370155 -0.45 -0.70 1.30 -0.19
H -3.727025 0.481743 0.443591 0.07 -0.08 -0.09 -0.19
```
Forces are in eV/Å.

***

Record 3
A cluster of 2 separate species, CH5O3SSi in total at a distorted geometry, computed with the ωB97M-V functional and the def2-TZVPD basis.

For the gap between HOMO and LUMO (spin up / spin down), the calculation gives 7.447 / 7.454 eV. As for the total charge: -1.

The geometry in XYZ format:
```
11
Properties=species:S:1:pos:R:3:forces:R:3:mulliken_charge:R:1
C -0.601843 -0.737630 -0.450795 -1.84 -2.10 1.70 -0.67
O -2.724396 -0.418279 1.227526 0.59 -0.67 0.69 -0.61
O -1.494925 1.429323 0.263497 1.38 -1.07 -0.28 -0.35
O -3.107251 0.086673 -1.092620 1.46 0.00 0.55 -0.67
Si 0.212068 0.944448 0.255935 1.29 -0.83 1.76 0.55
S -2.112643 -0.028556 -0.010100 -3.89 0.86 -1.10 1.10
H -0.676568 -0.814826 -1.503921 0.27 -0.64 -1.13 0.31
H -1.066644 -2.814892 0.120844 0.44 1.88 -0.52 0.08
H 0.868259 2.188294 0.580832 -0.17 1.61 0.18 -0.34
H 0.914592 0.218945 1.448525 -0.52 0.30 -0.53 -0.19
H 0.785726 0.724101 -1.039977 0.99 0.66 -1.31 -0.20
```
Forces are in eV/Å.

***

Total energy: -16547.202 -24426.918 -25969.444 (eV)
Energy above the lowest of the compared OMol25 structures with the same formula, charge and spin: 70.2 10.9 105.3 (kcal/mol)